1.
16
Properties=species:S:1:pos:R:3 method="wB97M-V/def2-TZVPD" lumo_energy_ev="-6.4 / -7.4" spin_multiplicity=2 homo_energy_ev="-14.022 / -14.022" charge=+1 relative_energy_kcal_mol=36.40 e_tot_ev=-7383.1855
C -0.295 -2.178 1.077
C 0.232 -0.945 1.356
C -0.246 0.356 0.944
C 0.623 1.282 0.466
C 2.088 1.440 0.653
H 0.201 -2.887 0.405
H -1.286 -2.581 1.303
H 1.151 -0.961 1.960
H -1.291 0.315 0.647
H 0.051 2.177 0.209
H 2.627 0.569 1.018
H 2.156 2.242 1.393
H 2.431 1.551 -0.390
H -2.318 -0.576 -3.342
H -3.281 0.459 -3.624
O -2.844 -0.263 -4.073

2.
102
Properties=species:S:1:pos:R:3 method="wB97M-V/def2-TZVPD" lumo_energy_ev=0.6 homo_energy_ev=-8.900 charge=0 smiles=COC[C@H](C)N.COC[C@H](C)N.COC[C@H](C)N.COC[C@H](C)N.COC[C@H](C)N.COC[C@H](C)N relative_energy_kcal_mol=277.02 e_tot_ev=-47169.7038
C 1.809 0.273 -1.113
C 0.607 0.004 -0.100
C 0.134 -1.419 -0.495
O -0.518 -1.490 -1.731
C -0.591 -2.808 -2.274
N 1.010 -0.017 1.228
H 1.398 0.163 -2.095
H 2.703 -0.364 -1.111
H 2.053 1.271 -1.089
H -0.336 0.595 -0.207
H -0.604 -1.814 0.352
H 1.135 -1.966 -0.379
H -1.063 -2.520 -3.262
H -1.216 -3.362 -1.592
H 0.461 -3.242 -2.332
H 0.296 -0.371 1.772
H 1.558 -0.847 1.127
C -3.969 4.872 -3.370
C -4.496 4.645 -2.001
C -3.426 4.517 -0.864
O -2.357 3.643 -1.391
C -1.224 3.598 -0.542
N -5.599 5.593 -1.630
H -3.289 4.169 -3.734
H -3.511 5.985 -3.315
H -4.667 4.793 -4.180
H -5.136 3.800 -1.974
H -3.848 4.118 -0.085
H -2.907 5.381 -0.631
H -0.600 4.309 -0.797
H -0.618 2.672 -0.757
H -1.306 3.631 0.561
H -6.294 5.486 -2.365
H -6.044 5.280 -0.655
C 3.282 -2.857 -4.006
C 4.316 -1.992 -3.151
C 4.764 -2.594 -1.860
O 3.629 -2.824 -0.873
C 4.178 -3.674 0.104
N 5.469 -1.650 -3.960
H 2.294 -2.725 -3.563
H 3.479 -3.947 -3.968
H 3.287 -2.670 -5.220
H 3.784 -1.104 -2.987
H 5.294 -1.860 -1.221
H 5.135 -3.612 -2.286
H 4.426 -4.758 -0.296
H 3.231 -3.801 0.698
H 4.880 -3.156 0.815
H 5.734 -0.624 -3.500
H 6.187 -2.360 -3.744
C -3.203 0.146 1.117
C -2.960 -0.984 2.106
C -3.175 -2.299 1.409
O -4.417 -2.480 0.982
C -4.484 -3.721 0.299
N -1.663 -0.819 2.718
H -2.759 1.213 1.325
H -4.221 0.178 0.729
H -2.699 -0.262 0.031
H -3.733 -0.895 2.919
H -3.093 -3.029 2.194
H -2.338 -2.545 0.732
H -4.101 -3.556 -0.692
H -5.579 -3.987 0.269
H -4.121 -4.591 0.778
H -1.578 0.077 3.251
H -1.512 -1.532 3.427
C 1.747 7.128 1.104
C 2.638 6.464 -0.002
C 2.346 5.014 0.006
O 2.824 4.507 1.272
C 2.705 3.011 1.319
N 2.324 7.115 -1.245
H 2.175 6.798 1.992
H 0.843 6.846 0.919
H 1.985 8.293 0.991
H 3.758 6.493 0.246
H 3.043 4.598 -0.637
H 1.356 4.911 -0.141
H 2.715 2.622 2.266
H 3.082 2.504 0.377
H 1.610 2.810 1.160
H 3.154 6.906 -1.957
H 1.751 6.667 -1.691
C -2.018 -4.448 4.175
C -0.444 -4.304 4.043
C -0.048 -4.290 2.551
O -0.121 -5.486 1.910
C 0.162 -5.486 0.554
N 0.059 -3.054 4.772
H -2.210 -4.930 5.232
H -2.280 -5.145 3.456
H -2.537 -3.657 3.915
H 0.103 -5.120 4.579
H 0.913 -3.904 2.587
H -0.657 -3.570 1.984
H 0.316 -6.512 0.146
H 1.090 -4.835 0.292
H -0.641 -4.943 -0.062
H 1.059 -3.040 4.751
H -0.043 -3.251 5.629

3.
13
Properties=species:S:1:pos:R:3 method="wB97M-V/def2-TZVPD" lumo_energy_ev=0.9 homo_energy_ev=-9.129 charge=0 smiles=O[C@@H]1CP1.C#C relative_energy_kcal_mol=98.74 e_tot_ev=-15593.1552
C 3.016 0.096 -0.867
C 2.255 0.568 -0.053
C -0.554 -0.297 0.352
C -2.054 -0.100 0.348
O 0.003 -1.172 -0.579
P -1.135 1.353 -0.333
H 3.296 -0.374 -1.771
H 0.130 -0.386 1.322
H 1.951 1.054 0.793
H -2.617 -0.202 1.253
H -2.454 -0.751 -0.468
H -0.696 -1.656 -0.945
H -1.141 1.869 0.948